Formula: H26NO11
Source: the OMol25 dataset
Level of theory: ωB97M-V with the def2-TZVPD basis set

Computed properties:
charge: +1
2S+1: 1

Bonds (Å) are listed after each position.
Cartesian coordinates (Å):
1 N 28.647 23.208 19.252  H2 1.153, H3 0.866, H4 0.847, H5 0.863
2 H 27.895 23.114 18.383  N1 1.153
3 H 29.302 23.744 19.068  N1 0.866
4 H 29.007 22.441 19.242  N1 0.847
5 H 28.272 23.388 20.008  N1 0.863
6 O 27.861 24.167 16.138  H7 1.016, H8 0.950
7 H 27.812 24.425 15.157  O6 1.016
8 H 27.103 24.667 16.417  O6 0.950
9 O 31.685 26.277 18.824  H10 0.975, H11 0.981
10 H 32.074 25.396 18.674  O9 0.975
11 H 30.763 26.235 18.493  O9 0.981
12 O 29.108 19.575 20.096  H13 1.019, H14 0.972
13 H 30.073 19.890 20.003  O12 1.019
14 H 28.790 18.997 19.382  O12 0.972
15 O 25.833 24.468 20.257  H16 1.026, H17 1.036
16 H 26.277 25.174 20.855  O15 1.026
17 H 25.563 24.966 19.389  O15 1.036
18 O 27.256 21.232 21.252  H19 0.981, H20 0.895
19 H 27.759 20.541 20.770  O18 0.981
20 H 27.625 20.980 22.028  O18 0.895
21 O 28.820 26.197 19.066  H22 0.972, H23 1.000
22 H 28.921 26.714 18.249  O21 0.972
23 H 28.049 26.449 19.651  O21 1.000
24 O 25.493 25.024 17.524  H25 0.868, H26 0.912
25 H 25.230 24.199 17.581  O24 0.868
26 H 24.863 25.594 17.193  O24 0.912
27 O 32.064 23.651 18.562  H28 1.018, H29 1.022
28 H 32.524 22.791 18.854  O27 1.018
29 H 31.627 23.185 17.764  O27 1.022
30 O 30.292 22.628 16.809  H31 1.028, H32 0.996
31 H 30.471 21.835 16.179  O30 1.028
32 H 29.534 22.984 16.270  O30 0.996
33 O 30.217 22.148 21.943  H34 0.943, H35 0.959
34 H 30.646 21.325 21.778  O33 0.943
35 H 30.966 22.561 22.376  O33 0.959
36 O 26.409 20.813 18.443  H37 0.933, H38 0.964
37 H 25.694 21.324 18.130  O36 0.933
38 H 26.359 21.037 19.379  O36 0.964

Formula: H26O13
Source: the OMol25 dataset
Level of theory: ωB97M-V with the def2-TZVPD basis set

Computed properties:
2S+1: 1

Bonds (Å) are listed after each position.
Cartesian coordinates (Å):
1 H -0.394 0.478 1.040  O27 0.964
2 H 0.069 0.355 -0.403  O27 0.964
3 H -0.029 -0.909 -1.503  O28 0.964
4 H 0.533 -2.310 -1.330  O28 0.964
5 H 0.616 2.704 -1.654  O29 0.964
6 H 1.885 1.868 -1.649  O29 0.964
7 H -1.692 -2.626 -1.543  O30 0.964
8 H -2.770 -1.705 -2.091  O30 0.964
9 H -1.510 3.157 -0.535  O31 0.964
10 H -2.906 3.305 0.049  O31 0.964
11 H 1.369 2.341 4.140  O32 0.964
12 H 0.122 2.900 4.807  O32 0.964
13 H 2.935 -1.474 1.390  O33 0.964
14 H 2.336 -0.351 0.560  O33 0.964
15 H -0.711 -2.108 -3.587  O34 0.964
16 H -1.140 -3.296 -4.431  O34 0.964
17 H 0.491 -1.979 3.647  O35 0.964
18 H 1.077 -0.828 2.845  O35 0.964
19 H 1.933 -3.625 -0.369  O36 0.964
20 H 0.947 -4.555 -1.057  O36 0.964
21 H -0.618 3.552 3.170  O37 0.964
22 H -0.836 4.813 2.350  O37 0.964
23 H -1.651 0.186 3.043  O38 0.964
24 H -2.153 1.277 2.111  O38 0.964
25 H 0.325 -1.315 -4.697  O39 0.964
26 H 1.296 -0.294 -4.126  O39 0.964
27 O -0.208 -0.174 0.355  H1 0.964, H2 0.964
28 O 0.491 -1.581 -1.958  H3 0.964, H4 0.964
29 O 1.569 2.769 -1.783  H5 0.964, H6 0.964
30 O -2.532 -2.215 -1.309  H7 0.964, H8 0.964
31 O -2.052 2.891 0.217  H9 0.964, H10 0.964
32 O 0.885 3.163 4.279  H11 0.964, H12 0.964
33 O 2.661 -0.552 1.445  H13 0.964, H14 0.964
34 O -1.072 -2.335 -4.451  H15 0.964, H16 0.964
35 O 1.202 -1.765 3.032  H17 0.964, H18 0.964
36 O 1.889 -4.433 -0.893  H19 0.964, H20 0.964
37 O -1.175 3.920 2.475  H21 0.964, H22 0.964
38 O -1.578 1.132 2.871  H23 0.964, H24 0.964
39 O 0.397 -0.383 -4.462  H25 0.964, H26 0.964

It is found that the ΔE to the lowest compared entry with this formula, charge and spin values, taken in the order of the records, are 115.35 80.27 kcal/mol.
It is found that the HOMO values, taken in the order of the records, are -12.6825 -10.6509 eV.
It is found that the Kohn-Sham gap values, taken in the order of the records, are 9.518 10.291 eV.